C18H24N4O2RuSSi as an isolated structure. Source: the Open Molecules 2025 dataset; level of theory: wB97M-V/def2-TZVPD.

```
51
Properties=species:S:1:pos:R:3:forces:R:3
Ru -0.462 1.677 0.330 -0.0098 0.3679 0.1293
C -3.549 3.927 3.298 0.0077 -0.0004 0.0438
O -3.452 4.130 1.865 0.0111 0.0367 -0.0070
C -2.531 3.445 1.242 -0.0602 -0.0950 -0.0745
O -1.756 2.654 1.781 0.1030 0.0271 -0.0503
N -2.522 3.690 -0.094 0.0083 0.0519 0.0270
N -1.626 2.968 -0.903 -0.0575 -0.1239 -0.0248
H -4.376 4.552 3.612 -0.0005 0.0007 -0.0040
H -2.624 4.241 3.775 -0.0028 0.0021 -0.0047
H -3.748 2.880 3.508 -0.0018 0.0009 -0.0111
H -3.193 4.316 -0.512 -0.0056 -0.0096 0.0016
H -1.029 3.612 -1.415 0.0047 0.0029 0.0057
H -2.142 2.393 -1.566 -0.0039 0.0247 -0.0201
C -0.742 -4.096 -3.268 0.0178 0.0048 0.0371
Si -0.034 -3.520 -1.636 0.0201 -0.0215 -0.0178
C -1.242 -3.854 -0.257 0.0165 0.0106 -0.0178
C 1.612 -4.333 -1.288 -0.0383 0.0088 -0.0016
C 0.355 -1.662 -1.868 -0.0008 -0.0039 -0.0251
C 1.132 -1.292 -2.965 -0.0250 -0.0005 0.0252
C 1.509 0.028 -3.198 0.0118 0.0171 0.0069
C 1.107 0.991 -2.301 0.0180 0.0286 -0.0289
N 0.359 0.666 -1.244 0.0987 0.0650 -0.0787
C -0.017 -0.609 -1.030 0.0824 -0.1271 0.0182
S -0.937 -0.616 0.458 -0.1663 -0.0979 0.2066
H -0.942 -5.169 -3.231 0.0028 -0.0019 0.0050
H -0.064 -3.921 -4.105 0.0053 -0.0003 0.0035
H -1.685 -3.592 -3.489 -0.0005 0.0046 0.0035
H -1.449 -4.927 -0.238 0.0066 -0.0019 -0.0132
H -2.191 -3.336 -0.400 -0.0019 0.0088 -0.0015
H -0.845 -3.576 0.720 0.0077 -0.0016 -0.0003
H 1.492 -5.415 -1.202 -0.0003 -0.0013 0.0027
H 2.037 -3.973 -0.349 -0.0062 -0.0002 0.0081
H 2.338 -4.145 -2.081 -0.0072 0.0091 -0.0091
H 1.462 -2.054 -3.663 -0.0005 0.0028 -0.0044
H 2.112 0.300 -4.053 0.0006 -0.0015 -0.0018
H 1.385 2.032 -2.406 -0.0064 -0.0060 0.0027
C 1.162 3.000 0.536 -0.0213 0.0521 0.0835
C 1.607 1.863 1.320 -0.0094 -0.1569 -0.0205
C 2.525 0.899 0.821 0.0202 0.0078 0.0317
C 2.694 -0.300 1.452 -0.0038 0.0093 -0.0187
C 1.961 -0.595 2.621 -0.0475 0.1260 0.0020
C 1.101 0.336 3.163 0.0714 -0.1071 -0.0142
C 0.904 1.555 2.507 -0.0199 -0.0498 -0.2569
C 2.119 -1.878 3.246 -0.0098 -0.0544 0.0680
N 2.235 -2.909 3.738 0.0077 -0.0057 -0.0262
H 1.754 3.222 -0.348 -0.0045 0.0146 0.0144
H 0.892 3.890 1.103 -0.0176 -0.0082 -0.0112
H 3.087 1.124 -0.076 -0.0001 -0.0015 -0.0023
H 3.384 -1.036 1.062 0.0044 0.0046 -0.0012
H 0.566 0.113 4.076 -0.0061 0.0038 -0.0018
H 0.268 2.308 2.952 0.0088 -0.0153 0.0233
```
Positions in Å, forces in eV/Å.

The LUMO energy (alpha / beta) comes out at -3.4 / -4.0 eV. The value obtained for the HOMO energy (alpha / beta) is -10.9 / -11.1 eV. Its energy relative to the best compared isomer or geometry (same formula, charge and spin) is 0.00 kJ/mol. The multiplicity is 2. Its net charge is +1. The expectation value of S² is 0.7563. The HOMO-LUMO gap (alpha / beta) is 7.552 / 7.129 eV.